[1]
{
  "formula": "C27H16Br4NO7PPdS",
  "method": "wB97M-V/def2-TZVPD",
  "symbols": ["Pd", "Br", "C", "C", "Br", "C", "Br", "C", "O", "C", "O", "C", "Br", "O", "C", "O", "C", "P", "C", "C", "C", "C", "C", "C", "C", "C", "C", "C", "C", "C", "H", "H", "H", "H", "H", "H", "H", "H", "H", "H", "H", "H", "O", "C", "N", "S", "O", "O", "C", "C", "C", "C", "C", "C", "H", "H", "H", "H"],
  "coordinates": [[1.5208, 0.2039, -0.8344], [7.3489, 0.1636, 3.1396], [5.5492, -0.0140, 2.5503], [4.5470, -0.3405, 3.4421], [4.9156, -0.5993, 5.2880], [3.2256, -0.4672, 2.9660], [1.7877, -0.9584, 4.1048], [2.9024, -0.2747, 1.6328], [1.6916, -0.4215, 1.1658], [3.9309, 0.1004, 0.7044], [3.6058, 0.3052, -0.5359], [5.2360, 0.1896, 1.1906], [6.5679, 0.6280, -0.0916], [0.6764, -1.2949, -4.6406], [0.8470, -1.3570, -3.4259], [1.7513, -0.7249, -2.7670], [-0.0438, -2.3339, -2.6496], [0.1601, -2.3019, -0.8226], [-0.9336, -3.7629, -0.4455], [-0.3073, -5.0113, -0.4456], [-1.0202, -6.1784, -0.2098], [-2.3835, -6.1194, 0.0529], [-3.0176, -4.8848, 0.0724], [-2.3008, -3.7195, -0.1775], [-0.9935, -0.9573, -0.3226], [-1.1839, -0.7511, 1.0499], [-2.0586, 0.2178, 1.5013], [-2.7471, 1.0164, 0.5909], [-2.5515, 0.8397, -0.7671], [-1.6791, -0.1470, -1.2235], [0.2523, -3.3374, -2.9673], [-1.0799, -2.2059, -2.9681], [0.7625, -5.0617, -0.6222], [-0.5076, -7.1332, -0.2161], [-2.9432, -7.0262, 0.2489], [-4.0793, -4.8241, 0.2826], [-2.8135, -2.7645, -0.1575], [-0.5935, -1.3167, 1.7605], [-2.1556, 0.3966, 2.5640], [-3.3978, 1.8061, 0.9479], [-3.0519, 1.4827, -1.4815], [-1.5071, -0.2435, -2.2881], [0.4108, 2.0310, -2.1501], [0.2752, 2.6668, -1.1043], [0.8846, 2.3318, 0.0526], [0.4672, 3.3214, 1.2721], [-0.2770, 2.6491, 2.3021], [1.5654, 4.1590, 1.6723], [-0.6526, 4.3106, 0.3141], [-1.4491, 5.3665, 0.7164], [-2.2452, 5.9648, -0.2527], [-2.2335, 5.5122, -1.5736], [-1.4249, 4.4457, -1.9541], [-0.6373, 3.8581, -0.9829], [-1.4553, 5.7096, 1.7430], [-2.8863, 6.7942, 0.0229], [-2.8673, 5.9978, -2.3059], [-1.4034, 4.0649, -2.9676]],
  "lowdin_charge": [1.097, 0.619, -0.770, -0.773, 0.623, -0.638, 0.703, -0.420, -0.257, -0.430, -0.189, -0.644, 0.692, -0.014, -0.734, -0.161, -0.289, 1.055, -0.352, -0.119, -0.110, -0.121, -0.104, -0.083, -0.422, -0.112, -0.084, -0.095, -0.094, -0.103, 0.085, 0.080, 0.097, 0.091, 0.087, 0.092, 0.099, 0.092, 0.104, 0.099, 0.100, 0.100, -0.004, -0.547, -0.081, 0.619, -0.304, -0.306, -0.216, -0.043, -0.095, -0.088, -0.012, -0.139, 0.115, 0.092, 0.092, 0.119],
  "s_squared": 2.01,
  "total_energy_ha": -12783.5029,
  "e_above_lowest_kcal_mol": 24.00,
  "homo_lumo_gap_ev": [6.0, 5.9],
  "charge": -2,
  "lumo_energy_ev": [4.1497, 4.1498],
  "spin_multiplicity": 3
}

***

[2]
{
  "formula": "C2H3PS3",
  "method": "wB97M-V/def2-TZVPD",
  "symbols": ["C", "C", "P", "S", "S", "S", "H", "H", "H"],
  "coordinates": [[-0.8756, 1.5016, -0.0636], [-2.0495, 1.1082, 0.4634], [2.5523, -1.2134, -0.1659], [-0.0284, 0.4133, -0.9860], [-1.1546, -1.4139, -0.8149], [-2.5886, -0.6562, 0.3181], [-2.6834, 1.7083, 1.0820], [3.4674, -0.3385, -0.8075], [3.3606, -1.1094, 0.9743]],
  "lowdin_charge": [-0.584, -0.562, 0.567, 0.438, 0.128, 0.446, 0.036, -0.224, -0.245],
  "total_energy_ha": -1613.7672,
  "e_above_lowest_kcal_mol": 61.40,
  "homo_lumo_gap_ev": [6.7, 6.7],
  "lumo_energy_ev": [-1.2313, -1.9262]
}

***

[3]
{
  "formula": "C2H9NO2",
  "method": "wB97M-V/def2-TZVPD",
  "symbols": ["N", "C", "C", "O", "H", "H", "H", "H", "H", "H", "H", "O", "H", "H"],
  "coordinates": [[0.6311, 0.7035, 1.3694], [1.2780, 0.9389, 0.0473], [0.8188, -0.0164, -1.0156], [-0.6110, -0.0544, -1.1138], [1.0596, -0.1564, 1.6983], [-0.3447, 0.4302, 1.2273], [1.1986, 2.0052, -0.1942], [2.3325, 0.7778, 0.2985], [1.2531, 0.1636, -2.0015], [1.0646, -1.0321, -0.7341], [-0.9024, 0.8507, -1.2772], [-2.8386, -1.2305, 0.5625], [-1.9008, -1.2345, 0.3226], [-3.0388, -2.1455, 0.8105]],
  "lowdin_charge": [-0.004, -0.267, -0.256, -0.090, 0.059, 0.048, 0.108, 0.111, 0.114, 0.113, 0.098, -0.072, -0.001, 0.037],
  "total_energy_ha": -286.8131,
  "e_above_lowest_kcal_mol": 3.33,
  "homo_lumo_gap_ev": 10.6,
  "lumo_energy_ev": 0.7989,
  "smiles": "NCCO.O"
}